One molecule with the formula C6H14N2O, computed with ωB97M-V with the def2-TZVPD basis set.

```
23
Properties=species:S:1:pos:R:3:lowdin_charge:R:1
H -1.634 1.051 -1.089 0.121
H 0.304 -1.654 0.197 0.106
C 0.412 1.690 0.491 -0.056
H 2.718 0.242 0.039 0.066
N -0.141 0.376 0.164 -0.257
O -2.469 0.026 0.945 0.073
H -1.838 -1.447 -0.986 0.075
H 0.835 1.666 1.491 0.094
H -1.780 -0.790 -2.621 0.081
H 2.018 -0.596 -1.352 0.072
C -0.755 0.408 -1.182 -0.212
H 0.768 -0.666 1.708 0.154
H -0.392 2.425 0.468 0.105
H -0.044 0.864 -1.881 0.122
H 2.730 -1.521 -0.028 0.076
N -0.692 -0.059 2.502 0.071
C 0.805 -0.723 0.456 -0.239
C -1.202 -0.945 -1.711 -0.076
H -0.357 -1.587 -1.949 0.069
C 2.142 -0.633 -0.264 -0.083
C -1.407 0.113 1.467 -0.523
H -1.207 -0.224 3.352 0.070
H 1.189 1.983 -0.218 0.091
```

SMILES = [H]/N=C(\[O-])[N+](C)(CC)CC
HOMO-LUMO gap = 9.97 eV
LUMO level = 0.9 eV
2S+1 = 1

C3H3CeCl2MnNO3 as an isolated structure, computed with ωB97M-V with the def2-TZVPD basis set.

```
14
Properties=species:S:1:pos:R:3:lowdin_charge:R:1
O -0.782 -1.974 4.067 0.304
Ce -0.172 -0.148 1.195 1.095
Mn 0.188 0.023 -3.168 0.802
C 0.554 -1.668 -3.845 0.011
O -0.579 1.075 -5.846 0.310
H -0.592 2.281 3.230 0.130
H -0.148 0.983 4.125 0.111
Cl -0.966 0.550 -1.238 0.289
H 0.948 1.782 3.226 0.117
O 0.846 -2.418 -4.688 0.315
C -0.903 -1.538 2.994 -0.012
N -0.015 1.432 3.215 0.061
C -0.492 0.806 -4.690 0.029
Cl 2.112 -1.188 1.423 0.437
```

HOMO-LUMO gap (spin up / spin down) = 6.89 / 7.31 eV
LUMO level (spin up / spin down) = -19.9 / -19.9 eV
total charge = +4
2S+1 = 6

> Among the records above, which one has the highest 2S+1?

C3H3CeCl2MnNO3

Copy entry 1 word for word.
One molecule with the formula C6H14N2O, computed with ωB97M-V with the def2-TZVPD basis set.

```
23
Properties=species:S:1:pos:R:3:lowdin_charge:R:1
H -1.634 1.051 -1.089 0.121
H 0.304 -1.654 0.197 0.106
C 0.412 1.690 0.491 -0.056
H 2.718 0.242 0.039 0.066
N -0.141 0.376 0.164 -0.257
O -2.469 0.026 0.945 0.073
H -1.838 -1.447 -0.986 0.075
H 0.835 1.666 1.491 0.094
H -1.780 -0.790 -2.621 0.081
H 2.018 -0.596 -1.352 0.072
C -0.755 0.408 -1.182 -0.212
H 0.768 -0.666 1.708 0.154
H -0.392 2.425 0.468 0.105
H -0.044 0.864 -1.881 0.122
H 2.730 -1.521 -0.028 0.076
N -0.692 -0.059 2.502 0.071
C 0.805 -0.723 0.456 -0.239
C -1.202 -0.945 -1.711 -0.076
H -0.357 -1.587 -1.949 0.069
C 2.142 -0.633 -0.264 -0.083
C -1.407 0.113 1.467 -0.523
H -1.207 -0.224 3.352 0.070
H 1.189 1.983 -0.218 0.091
```

SMILES = [H]/N=C(\[O-])[N+](C)(CC)CC
HOMO-LUMO gap = 9.97 eV
LUMO level = 0.9 eV
2S+1 = 1